Record 1
{
  "formula": "C20H30F8NO11P2S2Y",
  "method": "the ωB97M-V functional and the def2-TZVPD basis",
  "total_charge": 0,
  "homo_lumo_gap_ev": 7.94,
  "relative_energy_ev": 0.631,
  "lumo_energy_ev": 0.0697,
  "symbols": ["H", "H", "Y", "O", "O", "O", "H", "H", "H", "C", "O", "O", "H", "H", "P", "C", "F", "O", "H", "H", "H", "H", "H", "H", "H", "H", "H", "H", "P", "H", "O", "C", "H", "C", "C", "F", "C", "H", "C", "C", "N", "H", "C", "C", "S", "H", "F", "O", "O", "H", "H", "H", "H", "C", "C", "H", "C", "S", "H", "C", "H", "H", "C", "O", "C", "F", "F", "F", "C", "C", "F", "C", "F", "O", "C"],
  "positions_angstrom": [[3.4125, 2.3736, 1.3045], [4.8418, 0.4094, 0.7569], [-0.8037, -2.0497, -1.1678], [-1.5883, -0.5221, 0.3574], [1.1559, -0.5719, 2.3325], [0.1370, -4.0033, -1.1245], [0.7679, -1.0035, 4.8842], [2.2006, -2.7558, 3.6034], [0.9613, 1.9994, 0.8743], [-2.6154, 2.9652, 3.1453], [-1.1360, -2.7550, -3.4099], [-1.0570, -3.4630, 0.5259], [-3.0276, 2.3319, 3.9315], [0.0412, 3.4032, 4.2051], [1.4094, -0.3947, 0.7896], [0.2681, 0.5251, -5.1055], [-1.9179, -5.3706, -3.3649], [-2.8613, -2.1594, -1.8890], [2.7826, 1.5035, 2.7269], [-4.2684, 2.7451, -1.1671], [-0.7541, 1.9275, 4.7809], [1.7639, -3.1339, 1.9211], [4.4932, -1.7297, 2.0070], [-0.4083, -1.9525, 2.2338], [-2.7949, 4.5541, -0.0655], [-3.2811, 2.9304, 2.2841], [-0.8030, -0.5543, 4.1784], [-1.3021, 2.5368, -1.8158], [-1.1958, 0.8830, 0.6384], [0.6007, 1.8056, 3.6562], [-2.0758, 2.0281, 0.0497], [3.9982, 0.2898, 1.4358], [3.5280, -0.8474, 3.2037], [1.1484, 0.2671, -6.1399], [4.3375, -0.7604, 2.4806], [1.0673, 0.9583, -7.2774], [3.6431, 1.6263, 2.0653], [-1.0311, 4.4616, -0.2545], [1.3153, -1.1452, -3.8026], [-1.2366, 2.4725, 2.7492], [-0.2285, -4.2838, 0.0460], [-3.4857, 1.4848, -2.1468], [-0.0599, -1.3431, 4.2588], [-3.4430, 2.5322, -1.8486], [-0.7625, 0.1521, -2.5883], [-2.5553, 3.9907, 3.5104], [1.4035, -1.8466, -2.6539], [-3.4425, -2.4995, -4.2675], [0.9684, -1.5546, -0.0288], [0.7450, 1.3034, -0.7632], [0.8170, -3.8114, 3.2491], [-0.5205, -2.2121, 4.7281], [5.2503, -0.4726, 3.0016], [2.1221, -0.7078, -6.0003], [1.3702, -2.9336, 2.9177], [-0.8286, 3.1412, 1.9848], [-2.8368, -4.6220, -2.7662], [-2.5808, -2.8094, -3.1842], [-3.5442, 3.1550, -2.7367], [0.5799, 1.1521, 0.3027], [4.4849, 1.9875, 2.6544], [-2.0464, 4.9163, -1.6314], [-1.9880, 4.2812, -0.7481], [2.9446, -0.1772, 0.5575], [-2.1237, 2.8281, -1.1663], [2.9786, -0.9463, -6.9914], [-4.0348, -5.0681, -3.1121], [-0.6563, 1.4704, -5.2785], [0.3274, -0.1719, -3.8993], [2.2019, -1.4252, -4.8192], [-2.7039, -4.7686, -1.4372], [0.4361, -1.7397, 2.8844], [3.1357, -2.3661, -4.6741], [-1.3651, 1.1407, 2.1863], [-0.2742, 2.3989, 3.9229]],
  "forces_ev_per_a": [[0.015, -0.005, 0.007], [-0.031, 0.024, -0.026], [0.329, 1.510, -0.713], [-0.165, 0.409, 0.055], [0.024, 0.153, -0.231], [0.421, -1.337, 0.213], [-0.001, -0.019, 0.013], [-0.021, -0.030, 0.017], [-0.012, -0.045, 0.088], [0.068, -0.115, -0.149], [-0.094, -0.255, 0.003], [-0.092, -0.817, 0.681], [0.003, 0.004, 0.005], [-0.007, -0.002, 0.043], [0.577, 0.166, 0.066], [0.089, -0.215, 0.222], [0.001, 0.047, -0.057], [-1.321, -0.191, -0.296], [0.038, 0.068, 0.046], [-0.016, 0.020, -0.028], [0.016, -0.015, 0.010], [0.006, -0.089, 0.028], [0.027, 0.006, 0.023], [0.003, 0.084, -0.100], [0.010, 0.033, -0.011], [-0.029, 0.060, 0.027], [-0.027, 0.061, 0.045], [0.061, -0.081, 0.056], [-0.089, 0.686, 0.301], [0.046, 0.057, 0.013], [0.213, -0.263, 0.146], [0.179, 0.119, 0.349], [0.050, -0.004, 0.044], [0.004, -0.024, 0.013], [-0.133, -0.001, -0.203], [0.011, 0.030, -0.066], [-0.089, -0.111, -0.170], [-0.005, 0.023, -0.014], [-0.230, 0.232, -0.152], [-0.028, 0.187, 0.214], [0.238, -0.677, 0.476], [-0.019, 0.032, -0.035], [0.074, 0.075, -0.208], [0.123, -0.117, 0.138], [-0.049, 1.258, -0.527], [-0.005, 0.003, 0.023], [0.114, -0.199, 0.001], [-0.025, 0.068, -0.034], [1.040, 0.660, 0.769], [-0.009, -0.040, -0.068], [-0.002, -0.021, -0.012], [-0.006, 0.009, 0.011], [0.008, 0.006, 0.002], [-0.106, 0.070, 0.084], [0.007, 0.209, -0.112], [0.015, -0.061, -0.047], [0.050, 0.039, 0.126], [-0.718, -0.878, -0.746], [0.005, -0.018, -0.027], [-0.326, -0.521, 0.370], [-0.003, 0.003, 0.028], [0.013, 0.019, 0.008], [-0.008, -0.209, 0.073], [-0.236, 0.010, -0.009], [-0.160, 0.374, -0.315], [0.059, -0.043, -0.081], [-0.165, 0.172, -0.077], [-0.034, 0.108, -0.059], [0.275, 0.022, -0.287], [0.061, -0.010, -0.023], [0.024, -0.079, -0.169], [0.017, -0.346, 0.304], [0.021, -0.032, 0.014], [-0.001, -0.149, 0.060], [-0.072, -0.096, -0.162]]
}

Record 2
{
  "formula": "C20H30FN3O5S",
  "method": "the ωB97M-V functional and the def2-TZVPD basis",
  "total_charge": 0,
  "homo_lumo_gap_ev": 7.16,
  "smiles": "CC(=O)N(C)c1ccc(CCCF)c2nsnc12.CCOC(C)=O.CCOC(C)=O",
  "lumo_energy_ev": -1.2072,
  "symbols": ["C", "H", "C", "H", "O", "H", "H", "O", "H", "O", "H", "N", "C", "N", "C", "H", "H", "H", "C", "H", "H", "C", "H", "H", "O", "H", "H", "H", "C", "H", "H", "C", "H", "S", "H", "C", "C", "N", "C", "H", "H", "H", "C", "O", "C", "H", "H", "H", "C", "C", "C", "H", "H", "C", "H", "C", "H", "C", "F", "C"],
  "positions_angstrom": [[-3.6788, -2.9235, -5.6361], [4.9773, 3.2154, 3.3823], [-1.6530, -0.2465, -7.8150], [0.4570, -0.0550, 5.0621], [0.7322, 0.6997, 2.6462], [-1.1992, 2.4271, 0.6473], [3.0565, 3.3513, 5.0101], [3.0583, 1.2904, 5.3890], [2.6897, 2.2990, 3.6612], [2.8444, 0.3630, 7.3911], [-3.5140, 2.6668, 0.4626], [-1.8386, -1.2632, -6.7307], [0.6847, -0.4596, 2.9945], [-0.0372, -2.7887, -4.6249], [-0.1334, -3.5520, 2.4690], [-2.4076, 2.3004, -3.1844], [5.0219, 1.4510, 3.5864], [-3.3725, 3.1720, -1.2939], [-3.2299, -1.7891, -6.7067], [-0.8382, -3.1416, 3.1955], [0.5778, -1.7650, 4.7426], [0.1665, -0.8351, 4.3555], [-4.7279, -2.7129, -5.2074], [-2.2832, 0.7064, -7.6730], [-4.1338, -1.3982, -7.5220], [1.7022, -2.9095, 3.4591], [-0.9746, 0.0702, -0.2291], [-0.9833, 3.2278, -0.9886], [3.3390, 2.4103, 4.5325], [-0.5357, 0.0532, -7.7985], [-2.9430, -3.0065, -4.7583], [3.2675, 1.2758, 6.7180], [-0.9224, -0.8991, 4.3172], [0.7422, -3.0467, -3.1090], [-2.8675, 1.3491, -5.6486], [4.1080, 2.3616, 7.3328], [-1.9388, 1.3029, -3.4876], [0.3614, -1.7107, -2.1151], [-0.6874, -1.5121, -4.4006], [3.7508, 2.5401, 8.3490], [-1.9201, -0.7400, -8.8213], [5.4723, 2.4938, 4.9237], [-0.4831, -0.8665, -2.9702], [1.0215, -1.4375, 2.1345], [1.1910, -2.8167, 2.4982], [-3.6494, -3.9418, -6.1888], [0.3684, 1.1235, -0.9046], [1.8585, -3.2502, 1.7502], [-1.5913, -0.6507, -5.3782], [-2.1985, 0.7292, -4.9460], [4.7851, 2.3973, 4.0801], [-0.6015, -3.4561, 1.4856], [0.0103, -4.6125, 2.6878], [-0.7778, 0.9430, -0.9568], [5.1471, 2.0304, 7.3697], [-1.4675, 2.3104, -0.4762], [4.0428, 3.3163, 6.8146], [-3.0736, 2.3314, -0.5565], [-3.6810, 1.0598, -0.8562], [-1.0905, 0.5181, -2.4640]],
  "forces_ev_per_a": [[1.066, 0.079, -0.006], [-0.037, -0.058, 0.036], [0.575, 0.321, -0.780], [-0.143, 0.010, -0.191], [0.115, -0.705, -0.202], [-0.297, -0.297, -1.893], [0.076, -0.091, 0.102], [-0.500, -0.268, -0.086], [-0.089, -0.232, 0.243], [0.094, 0.455, -0.749], [0.755, -0.764, -1.666], [-2.403, 1.220, 1.453], [-0.274, 0.405, 0.226], [-1.072, 4.413, 3.595], [-0.222, 0.064, 0.023], [0.778, -1.715, -0.579], [-0.119, 0.112, -0.029], [0.051, -1.858, 0.769], [-3.263, 0.535, -1.558], [0.101, -0.076, 0.041], [-0.168, -0.073, -0.089], [0.393, 0.007, 0.491], [1.717, -0.204, -1.062], [0.828, -1.576, -0.287], [4.090, -1.375, 2.838], [-0.106, 0.100, -0.001], [0.077, 1.389, -1.298], [-1.044, -1.572, 0.520], [0.225, 0.097, -0.198], [-1.865, -0.537, -0.094], [-1.043, 0.179, -1.373], [0.107, -0.365, 0.498], [0.063, -0.030, -0.019], [-1.501, 2.062, -0.585], [1.278, -1.325, 1.166], [-0.276, 0.547, 0.248], [2.143, -3.443, 0.478], [-2.367, 0.647, -4.856], [-0.383, 1.377, 0.878], [0.146, -0.253, -0.073], [0.438, 0.883, 1.657], [-0.045, 0.102, -0.046], [0.767, -1.069, 0.345], [0.399, 0.265, -0.362], [-0.227, -0.165, 0.078], [-0.205, 1.779, 0.844], [-1.854, -0.384, -0.038], [-0.032, 0.305, -0.030], [-0.050, 1.624, 1.971], [2.285, -3.072, 1.742], [0.197, -0.080, 0.138], [0.145, -0.042, 0.041], [0.010, 0.068, -0.018], [0.666, 0.310, -0.715], [-0.065, 0.038, -0.017], [0.187, -0.576, 1.017], [0.184, -0.084, -0.131], [0.011, 1.282, 0.692], [1.053, 1.892, 0.157], [-1.369, -0.275, -3.256]]
}